[1]
Formula: C17H20FNOSSi
Source: the Open Molecules 2025 dataset
Level of theory: ωB97M-V/def2-TZVPD

XYZ file:
```
42
Properties=species:S:1:pos:R:3
H -0.320 -0.302 -5.579
H -1.407 1.235 -5.181
H 4.103 -2.819 -0.389
H -1.889 2.046 -2.000
H -2.610 -0.762 0.811
C -0.755 1.979 -2.342
C 3.517 -3.153 1.931
H -2.055 -0.537 -4.678
H 0.005 2.201 -1.462
H 2.112 1.143 -2.611
C -1.019 1.420 4.679
H -0.563 2.801 -3.183
C 3.259 -2.566 0.404
H 1.853 0.928 -4.466
C -1.098 2.212 1.492
C 2.374 -2.822 3.059
H -2.465 -1.962 -1.633
O -0.548 -1.110 -2.041
C -1.417 3.333 2.660
C 1.944 -1.638 -0.007
C 1.077 -1.906 2.650
F -1.621 4.025 5.283
C -1.592 -1.165 0.335
H -2.478 -0.078 -1.584
H 1.889 -1.287 -1.124
C -0.714 0.630 1.875
H -0.971 1.172 5.827
H -1.543 -2.316 0.537
C -1.367 2.980 4.264
Si -0.251 0.272 -3.083
S -0.264 -1.501 3.950
H -1.679 4.422 2.290
N -0.385 -0.379 0.798
C 0.795 -1.257 1.148
C -1.108 0.139 -4.833
H 2.227 -0.635 -3.318
H -1.133 2.540 0.367
C -0.702 0.307 3.514
H 4.468 -3.778 2.202
C 1.679 0.394 -3.429
H 2.471 -3.195 4.184
C -1.822 -1.008 -1.314
```

Computed properties:
molecular weight = 333.5 Da
HOMO-LUMO gap = 7.892 eV
LUMO = -0.0076 Ha
net charge = 0
SMILES string = C[Si](C)(C)OCCN1c2ccccc2Sc2cc(F)ccc21
HOMO = -8.099 eV
energy relative to the best compared isomer or geometry (same formula, charge and spin) = 1791.44 kJ/mol

Here are the natural (NBO) charges for atoms 1 to 8, given in e: 0.249, 0.244, 0.235, 0.243, 0.226, -1.180, -0.225, 0.245


[2]
Formula: C12H14N2PPtS
Source: the Open Molecules 2025 dataset
Level of theory: ωB97M-V/def2-TZVPD

XYZ file:
```
31
Properties=species:S:1:pos:R:3
C 1.692 2.630 -1.704
C -0.642 -3.363 4.336
H 2.549 3.265 -1.931
H 3.785 0.341 1.202
H -0.890 0.576 -2.345
C 1.613 -2.851 5.134
H -1.742 -1.680 -2.125
H -0.451 0.983 0.300
H 0.394 -4.494 5.842
H -1.650 -3.612 -1.045
H -1.534 -3.990 4.347
S 3.110 -0.877 3.678
C -0.108 1.216 -1.932
C 0.857 1.974 -2.662
N 2.877 -0.083 1.060
C 1.179 2.384 -0.401
H -2.930 -1.978 -0.241
C 0.594 -1.588 3.364
H 2.468 -3.064 5.767
P -1.636 -2.209 -0.798
C 2.258 -0.560 2.162
Pt -0.135 -1.516 0.525
H -1.419 -1.991 2.782
H 2.297 0.263 0.299
H 1.503 2.815 0.541
C 1.692 -1.794 4.233
C -0.598 -2.279 3.453
C 0.129 1.424 -0.525
C 0.450 -3.641 5.165
H 0.951 2.022 -3.746
N 1.011 -1.018 2.149
```

Computed properties:
molecular weight = 444.4 Da
HOMO-LUMO gap (spin up / spin down) = 2.891 / 4.822 eV
LUMO (spin up / spin down) = 0.1009 / 0.0368 Ha
net charge = -1
<S²> = 2.0428
spin multiplicity = 3
HOMO (spin up / spin down) = -0.145 / -3.820 eV
energy relative to the best compared isomer or geometry (same formula, charge and spin) = 45.37 kJ/mol

Here are the natural (NBO) charges for atoms 1 to 8, given in e: -0.168, -0.215, 0.196, 0.371, 0.205, -0.211, -0.033, 0.236


[3]
Formula: C4H10NOS
Source: the Open Molecules 2025 dataset
Level of theory: ωB97M-V/def2-TZVPD

XYZ file:
```
17
Properties=species:S:1:pos:R:3
H 1.413 0.159 1.802
H -0.157 0.554 -2.204
S 2.213 1.234 -0.127
H -0.108 -2.303 0.058
H 1.234 -1.306 -0.345
C 1.021 0.998 1.224
H 0.860 1.822 1.918
C -0.391 0.736 0.672
H -2.616 0.189 -0.455
H -1.047 0.487 1.521
H -0.199 0.256 -1.394
N 0.234 -1.437 -0.324
H -2.165 -0.893 -1.764
C -0.617 -0.325 -0.383
C -2.067 -0.771 -0.663
H -0.803 1.703 0.313
O -2.533 -1.742 0.093
```

Computed properties:
molecular weight = 120.2 Da
HOMO-LUMO gap (spin up / spin down) = 5.556 / 4.601 eV
LUMO (spin up / spin down) = -0.0731 / -0.1074 Ha
net charge = 0
<S²> = 0.7533
spin multiplicity = 2
HOMO (spin up / spin down) = -7.544 / -7.523 eV
energy relative to the best compared isomer or geometry (same formula, charge and spin) = 462.03 kJ/mol

Here are the natural (NBO) charges for atoms 1 to 8, given in e: 0.249, 0.263, 0.115, 0.445, 0.386, -0.583, 0.239, -0.476


[4]
Formula: C57H45BF5N14O3S2Sn
Source: the Open Molecules 2025 dataset
Level of theory: ωB97M-V/def2-TZVPD

XYZ file:
```
128
Properties=species:S:1:pos:R:3
N -1.341 -0.412 -0.767
S 3.574 1.480 2.244
H -2.932 -2.177 -3.132
C 2.133 2.754 0.457
H 5.306 1.036 -1.877
C 2.056 5.145 0.019
N 1.280 -3.383 -2.593
H 4.530 -7.204 -3.574
H 4.878 -3.856 -2.042
H 4.201 3.928 3.632
C 4.547 -2.873 -1.755
H -7.745 2.336 -2.872
N 1.238 1.280 -1.214
H -2.176 -3.390 2.259
H 6.121 -6.855 -0.180
C 5.362 -7.457 -0.680
N 0.300 -3.058 0.049
C -9.364 3.693 -2.536
N 3.683 -5.674 -0.791
H 3.333 4.889 5.755
C 0.121 -4.732 1.527
N 1.292 -3.948 -0.167
C 2.969 3.932 5.403
O 4.741 2.245 1.883
H 1.909 -5.780 0.681
C 4.400 -6.588 -1.424
C 0.557 3.383 -2.875
C 5.216 -1.677 -1.802
C -2.267 0.538 -0.534
N -0.834 1.422 1.188
H 0.886 1.416 6.310
C 1.199 -4.973 0.706
C 1.424 4.971 -1.177
H 2.299 6.143 0.362
C -9.145 5.146 -0.627
C -7.398 3.552 -1.147
H 1.672 3.634 7.084
H -9.948 3.369 -3.387
C 1.141 3.657 -1.618
N 3.161 -1.341 -0.979
H 6.223 -1.497 -2.135
H -9.517 5.927 0.019
H 0.622 -1.593 -6.301
H -10.990 7.123 -1.289
C 0.310 -4.164 -3.109
S 1.239 -2.031 4.064
C 4.112 -6.577 -2.805
H -3.353 4.198 2.125
C -0.215 -3.523 -4.208
C -2.785 -1.382 -2.413
C -4.136 2.539 0.046
C -11.634 6.240 -1.295
H 0.061 -5.111 -2.656
C 2.812 -2.655 4.151
H 0.636 0.021 -2.701
H -4.656 -0.377 -2.763
C 2.039 3.225 6.152
H 3.649 1.303 -1.341
H 1.104 -0.429 -5.071
C -4.409 1.625 -0.938
N 2.909 -5.074 -1.730
C -9.874 4.710 -1.726
O -11.081 5.207 -2.090
N -5.235 3.365 0.082
B 2.192 -3.753 -1.401
H -1.202 3.957 3.352
N 2.397 1.602 1.175
H -0.999 -3.872 -4.860
N 1.411 -2.246 -3.313
H -7.377 4.910 0.525
F 2.765 -2.786 6.517
H 4.919 0.973 -0.163
C -3.725 -0.404 -2.212
C -1.995 1.521 0.519
C 1.482 2.560 -0.804
H 2.677 -5.216 -3.835
N 3.314 -2.674 -1.260
H 1.153 5.812 -1.802
H -5.362 4.173 0.663
F 6.654 -4.152 4.343
F 3.073 -2.605 1.807
C -1.579 -2.751 1.609
H 1.747 0.478 4.185
H -0.242 -5.349 2.333
C 3.580 -2.879 2.989
C 3.448 3.408 4.210
F 5.569 -3.575 1.936
C 2.418 4.050 0.828
H 4.850 -8.044 0.083
C -2.649 3.417 1.862
H -2.216 -2.385 0.804
C 3.424 -2.973 5.382
C 3.165 -5.592 -2.952
C 5.422 -3.674 4.276
H -0.614 -0.807 -5.323
C -3.477 0.580 -1.248
C 4.551 0.723 -1.156
C -6.106 2.917 -0.876
C 0.516 -2.320 -4.288
C -1.466 3.290 2.543
C 4.307 -0.739 -1.309
H -1.252 -1.884 2.190
F 5.268 -3.760 6.621
H 0.285 4.212 -3.517
H -0.042 1.852 -4.250
C 2.068 1.455 4.527
C 1.593 1.982 5.717
C 4.863 -3.379 3.042
H 0.371 2.165 2.659
H -11.802 5.903 -0.269
C 4.704 -3.471 5.450
C 0.396 -1.225 -5.299
O 3.707 0.063 2.490
C 2.982 2.179 3.771
H 5.863 -8.146 -1.359
C -2.940 2.522 0.824
C -8.145 3.124 -2.249
H 2.936 4.237 1.756
C -7.916 4.560 -0.348
C -0.410 -3.511 1.073
C 0.373 2.093 -3.281
Sn 1.388 -0.415 0.385
C -1.605 -1.348 -1.660
C -0.584 2.275 2.161
H -0.853 -2.117 -1.780
N -5.636 1.867 -1.506
C 0.738 1.056 -2.408
H -12.587 6.493 -1.751
```

Computed properties:
molecular weight = 1262.7 Da
HOMO-LUMO gap (spin up / spin down) = 7.548 / 5.565 eV
LUMO (spin up / spin down) = -0.0092 / -0.0817 Ha
net charge = 0
<S²> = 0.7753
spin multiplicity = 2
HOMO (spin up / spin down) = -7.799 / -7.787 eV
energy relative to the best compared isomer or geometry (same formula, charge and spin) = 0.00 kJ/mol

Here are the Mulliken charges for atoms 1 to 8, given in e: 1.054, 1.198, 0.571, -0.103, 0.531, -0.941, 0.855, 0.424